(1)
This record from the OMol25 dataset describes 2 unconnected molecules or ions with the total composition C26H33F9N4O7PS2. The level of theory is ωB97M-V/def2-TZVPD.

XYZ file:
```
82
Properties=species:S:1:pos:R:3:forces:R:3
C 5.626 -2.883 1.055 -0.47 -0.18 0.25
C 5.606 -3.105 -0.426 0.60 0.33 -0.18
O 6.195 -2.389 -1.183 -0.24 0.11 -0.22
O 4.917 -4.198 -0.875 -0.49 -0.22 0.48
C 3.687 -3.865 -1.540 0.23 0.35 0.24
C 2.589 -3.533 -0.531 0.35 -0.23 -0.04
C 1.186 -3.650 -1.116 -0.03 0.38 0.29
C 0.957 -2.815 -2.378 0.29 -0.31 0.11
C 1.225 -1.309 -2.227 -0.55 -0.12 -0.37
C -0.043 -0.479 -1.919 0.37 -0.38 -0.05
C -0.027 0.339 -0.599 -0.16 -1.46 -0.44
S 1.142 1.708 -0.910 0.17 1.98 -1.16
O 1.668 1.590 -2.233 0.19 -0.87 0.38
O 0.541 2.978 -0.622 -0.28 -0.55 0.69
C 2.538 1.495 0.303 -0.73 0.10 0.88
F 1.966 1.660 1.517 0.17 0.05 -0.16
F 3.034 0.250 0.280 0.08 0.12 -0.39
C 3.655 2.574 0.204 0.67 -0.12 0.04
F 4.470 2.297 1.247 -0.19 -0.09 -0.17
F 3.133 3.787 0.404 -0.18 -0.21 -0.22
C 4.555 2.629 -1.076 0.67 0.58 0.11
F 3.942 3.284 -2.070 -0.20 -0.40 0.17
F 5.625 3.378 -0.708 -0.30 -0.17 0.02
C 5.151 1.287 -1.585 0.31 -0.04 -0.27
F 6.100 1.570 -2.475 -0.33 -0.15 0.17
F 4.221 0.523 -2.169 0.19 0.13 0.18
F 5.696 0.622 -0.564 -0.19 0.09 -0.21
C 0.238 -0.594 0.580 0.47 -0.79 0.00
N -1.068 -1.292 0.666 -0.59 0.93 1.07
C -1.265 -2.083 1.873 -0.30 -0.86 -0.36
C -1.566 -3.425 1.733 0.12 -0.06 -0.54
C -1.726 -4.225 2.840 0.01 -0.13 -0.06
C -1.580 -3.680 4.103 -0.12 -0.37 0.11
C -1.301 -2.338 4.242 0.06 -0.05 0.29
C -1.145 -1.538 3.129 0.25 0.84 -0.01
C -2.005 -0.421 0.250 1.06 0.15 -0.38
N -3.310 -0.533 0.287 -0.33 -0.61 0.22
N -3.974 -1.627 0.887 -0.12 0.05 -0.14
C -4.107 -2.584 0.101 0.48 0.52 -0.18
O -4.178 -3.475 -0.612 -0.33 -0.37 0.18
N -1.452 0.701 -0.356 -0.91 0.91 0.52
P -1.910 2.128 0.590 0.60 1.62 0.87
S -1.012 2.400 2.275 -0.12 -0.40 -0.10
H 4.633 -2.996 1.487 -0.11 -0.14 -0.07
H 6.255 -3.621 1.548 0.17 -0.05 -0.02
H 5.967 -1.879 1.269 0.30 0.06 -0.03
H 3.909 -3.004 -2.170 -0.19 -0.07 -0.38
H 3.396 -4.721 -2.140 0.16 -0.12 -0.12
H 2.798 -2.543 -0.121 -0.11 0.15 0.06
H 2.700 -4.227 0.302 -0.09 -0.10 0.08
H 0.467 -3.355 -0.348 -0.11 -0.01 0.09
H 0.989 -4.704 -1.302 -0.06 -0.07 -0.23
H -0.050 -3.003 -2.748 -0.12 0.11 -0.08
H 1.624 -3.199 -3.150 0.03 -0.01 -0.12
H 2.003 -1.158 -1.485 0.19 0.18 -0.03
H 1.600 -0.958 -3.182 0.28 0.20 0.05
H -0.876 -1.178 -1.881 -0.20 0.06 0.24
H -0.260 0.186 -2.748 -0.03 0.23 0.01
H 0.987 -1.360 0.412 0.14 0.08 -0.39
H 0.503 -0.129 1.524 -0.34 0.36 0.03
H -1.673 -3.845 0.743 0.06 -0.06 -0.13
H -1.943 -5.270 2.689 -0.05 -0.14 0.15
H -1.682 -4.315 4.969 -0.02 0.00 0.13
H -1.187 -1.913 5.226 -0.01 0.10 0.09
H -0.909 -0.490 3.257 -0.05 0.11 -0.03
H -3.902 0.192 -0.097 0.05 0.04 -0.08
H -3.289 2.029 0.810 -0.01 -0.46 -0.64
H -1.766 3.207 -0.279 -0.20 -0.35 -0.36
O -4.179 3.335 -1.853 0.11 -0.09 0.04
C -4.702 4.231 -1.239 -0.18 -0.04 -0.14
O -4.854 4.060 0.085 0.26 -0.17 0.34
C -5.266 5.089 1.002 -0.22 0.23 0.09
C -6.772 5.180 1.107 -0.04 -0.09 -0.18
C -5.248 5.466 -1.904 0.32 0.18 0.05
H -4.810 6.043 0.736 -0.01 -0.02 -0.09
H -4.843 4.796 1.961 0.06 -0.08 -0.05
H -7.225 5.463 0.157 0.02 0.08 0.01
H -7.054 5.921 1.855 0.01 0.00 0.01
H -7.190 4.216 1.394 0.02 0.01 0.07
H -6.273 5.271 -2.215 -0.03 0.00 0.02
H -4.647 5.668 -2.787 -0.06 -0.12 -0.07
H -5.223 6.353 -1.276 -0.13 -0.06 0.07
```
Positions in Å, forces in eV/Å.

The value obtained for the strongest force on any atom is 2.30 eV/Å. The HOMO energy comes out at -0.4403 hartree. Its total charge is +1. Its spin multiplicity is 1.

(2)
This record from the OMol25 dataset describes a gas-phase ion, C4H10N3S (charge +1). The level of theory is ωB97M-V/def2-TZVPD.

XYZ file:
```
18
Properties=species:S:1:pos:R:3:forces:R:3
C 2.786 -0.134 -0.187 -2.61 4.95 2.21
C 1.609 0.868 0.204 2.36 -0.68 -1.52
C -0.887 0.370 0.174 0.80 0.37 -0.35
C -1.831 -0.602 0.786 -0.31 -1.29 -6.61
N 2.669 -1.337 -0.683 -0.23 -3.69 -1.18
N -1.253 1.335 -0.671 2.35 -0.57 0.06
N 0.380 0.184 0.499 -1.59 -0.74 -0.68
S 4.306 0.355 0.288 1.87 0.94 0.65
H 1.837 1.462 1.076 0.52 0.05 0.44
H 1.645 1.605 -0.634 -1.15 -0.46 0.34
H -1.357 -1.277 1.348 2.00 -2.52 2.20
H -2.445 -1.249 -0.029 1.59 1.71 1.52
H -2.528 -0.188 1.331 -3.70 2.55 2.88
H 3.613 -1.689 -0.875 -1.19 -0.84 -0.44
H -2.097 1.791 -0.512 -1.81 0.66 -0.16
H -0.500 1.879 -1.114 -0.72 -0.22 0.43
H 0.427 -0.674 1.011 1.01 -0.29 0.46
H 1.840 -1.652 -1.180 0.79 0.07 -0.25
```
Positions in Å, forces in eV/Å.

The value obtained for the strongest force on any atom is 6.75 eV/Å. The HOMO energy (spin up / spin down) comes out at -0.3301 / -0.4614 hartree. Its total charge is +1. Its spin multiplicity is 3.

(3)
This record from the OMol25 dataset describes C14H17N3O2 in the gas phase. The level of theory is ωB97M-V/def2-TZVPD.

XYZ file:
```
36
Properties=species:S:1:pos:R:3:forces:R:3
C -3.476 0.305 1.781 0.74 0.46 -0.19
N -2.097 -0.116 1.982 -1.32 -1.08 0.46
C -1.916 -1.257 2.848 -0.27 -0.97 -0.26
C -1.090 0.623 1.407 1.04 1.07 0.79
C 0.318 0.233 1.815 -0.43 0.73 0.01
C 0.748 -1.077 1.662 0.12 -0.08 -0.21
C 2.030 -1.425 2.047 -0.35 0.40 0.12
C 2.858 -0.468 2.623 0.27 0.05 0.35
C 2.449 0.857 2.762 -0.46 0.06 -0.16
C 1.171 1.227 2.313 0.08 -0.08 0.11
N -0.991 0.685 -0.228 -1.40 -0.29 0.87
C -1.120 2.002 -0.615 -0.55 2.52 2.48
O -1.220 2.852 0.303 0.70 0.14 -2.62
C -1.241 2.324 -2.004 -0.27 -0.04 -1.03
C -1.600 1.333 -2.844 0.20 0.40 0.39
N -1.829 0.075 -2.370 0.25 -0.27 0.18
C -2.209 -0.907 -3.372 -0.15 -0.93 -0.60
C -1.611 -0.269 -0.995 -0.68 -1.55 -0.53
O -1.985 -1.359 -0.571 0.68 0.89 -0.66
H -4.145 -0.445 2.213 0.08 0.36 -0.20
H -3.624 1.290 2.256 -0.30 -0.18 -0.18
H -3.669 0.384 0.702 -0.27 0.07 0.20
H -2.901 -1.539 3.279 0.73 0.33 -0.19
H -1.576 -2.134 2.281 -0.12 -0.02 0.26
H -1.210 -1.091 3.668 -0.07 0.12 -0.08
H -1.279 1.707 1.694 0.47 -1.58 -1.01
H 0.068 -1.820 1.240 0.33 0.27 0.03
H 2.328 -2.449 1.934 0.35 -0.28 0.03
H 3.820 -0.780 3.022 -0.04 0.13 -0.17
H 3.090 1.600 3.246 -0.14 -0.30 -0.28
H 0.828 2.282 2.345 0.23 -0.88 0.09
H -1.237 3.358 -2.320 0.22 -0.11 0.12
H -1.774 1.435 -3.923 0.10 0.30 0.64
H -2.234 -0.410 -4.353 0.08 -0.08 0.44
H -1.479 -1.723 -3.465 -0.17 0.21 0.30
H -3.204 -1.359 -3.257 0.30 0.24 0.50
```
Positions in Å, forces in eV/Å.

The value obtained for the strongest force on any atom is 3.58 eV/Å. The HOMO energy comes out at -0.2909 hartree. The SMILES is CN(C)[C@@H](c1ccccc1)n1c(=O)ccn(C)c1=O. Its spin multiplicity is 1.

- Look up the strongest force on any atom of the third one.
  3.58 eV/Å